(1)
The following is a quantum chemistry calculation of the ion C9H15ClNO7P2S with charge +1, from the OMol25 dataset.

Structure (XYZ):
```
36
Properties=species:S:1:pos:R:3:forces:R:3:nbo_charge:R:1
O -2.05525 4.78152 2.98031 1.9 -0.5 -6.6 -0.98
P -1.49399 4.72325 1.47673 -0.8 2.2 5.3 2.16
O -2.29973 5.86673 0.41238 2.7 -3.4 0.6 -0.90
O 0.22966 5.13957 1.50506 -2.9 -2.9 -1.4 -0.91
C -1.56717 2.90884 0.82667 0.6 -3.8 -2.6 -0.45
C -2.49968 1.71341 1.45278 2.3 0.5 -2.4 0.15
N -2.47288 0.29072 0.91207 3.1 3.9 -2.1 -0.54
C -1.56045 -0.08605 -0.26568 0.6 1.9 0.0 0.36
C -1.54041 -1.66922 -0.79595 -0.7 0.6 0.5 -0.47
C -0.31437 -2.50981 -0.09215 -0.5 -0.7 0.9 -0.44
C 0.68955 -3.26287 -1.14696 -0.1 0.4 -0.9 -0.43
C 2.28715 -2.98552 -0.91212 -1.1 -0.8 -1.8 -0.63
S 2.84518 -2.96071 0.87301 8.6 1.3 1.9 2.07
O 3.17250 -1.47773 1.26223 -3.1 -4.5 -1.1 -0.90
O 4.22379 -3.72689 0.91216 -6.0 2.0 -0.5 -0.85
O 1.81539 -3.75730 1.97188 0.7 2.8 -0.6 -0.84
C -0.57677 1.01079 -0.98805 -2.2 2.9 3.9 -0.45
P 0.60942 0.54192 -2.43020 1.6 -1.4 0.1 1.09
O 2.21657 0.58917 -1.67471 -3.7 0.4 1.1 -0.93
Cl 0.65441 2.02661 -3.94818 -0.1 -0.3 1.8 -0.24
C -0.55559 2.57588 -0.45773 -3.2 -3.7 2.3 -0.07
H -1.99848 5.73409 -0.54355 -0.5 0.4 1.7 0.51
H 0.73797 4.27144 1.36302 -0.9 1.8 0.5 0.50
H -3.21576 1.95991 2.35603 1.6 -0.7 -2.0 0.31
H -3.07780 -0.43283 1.37511 0.9 0.9 -0.8 0.47
H -1.43588 -1.65654 -1.96506 -0.2 0.2 2.3 0.27
H -2.58566 -2.16820 -0.51069 2.3 1.3 -0.7 0.26
H -0.80663 -3.37431 0.56890 1.1 2.1 -1.3 0.26
H 0.21689 -1.77851 0.65928 -0.7 -1.5 -1.6 0.23
H 0.49865 -4.43177 -1.20915 0.3 2.6 0.4 0.25
H 0.42875 -2.82624 -2.22379 0.7 -1.0 2.2 0.23
H 2.89443 -3.84479 -1.46310 -1.2 1.8 1.6 0.30
H 2.63211 -1.97487 -1.40546 -0.6 -1.8 1.6 0.30
H 1.75761 -3.11773 2.76728 0.2 -1.2 -1.6 0.52
H 2.00998 0.50756 -0.67815 0.9 0.2 -1.8 0.50
H 0.13652 3.40047 -0.96421 -1.6 -2.0 1.2 0.29
```
Forces are in eV/Å.

Results
Net charge = +1
HOMO = -12.931 eV
Total energy = -67317.9135 eV
SMILES = O=P(O)(O)c1c[nH+]c(CCCCS(=O)(=O)O)c(P(O)Cl)c1
Orbital gap = 6.77 eV
LUMO = -6.16 eV

(2)
The following is a quantum chemistry calculation of a structure of composition C15H15IrN7O5S2, from the OMol25 dataset.

Structure (XYZ):
```
45
Properties=species:S:1:pos:R:3:forces:R:3:mulliken_spin:R:1
Ir 0.99851 0.33015 -0.52192 0.2 -0.4 0.3 0.70
O 3.13615 2.86658 1.89064 0.0 0.0 0.1 0.00
C 2.22222 2.24887 1.40579 0.1 -0.1 -0.1 0.02
O 2.35842 1.07317 0.81903 0.0 0.2 0.1 0.01
C 0.79135 2.69051 1.53012 0.0 0.0 0.1 -0.01
C 0.43541 3.89348 2.10976 0.0 0.0 0.0 0.01
C -0.91222 4.17094 2.24969 0.0 0.0 0.0 0.00
C -1.84220 3.23662 1.81997 0.0 0.0 0.0 0.01
C -1.39302 2.06749 1.23480 0.0 0.0 0.0 0.00
N -0.09656 1.80234 1.10246 -0.1 0.0 -0.2 0.08
H 1.21438 4.57124 2.42798 0.0 0.0 0.0 0.00
H -1.23797 5.10784 2.68180 0.0 0.0 0.0 0.00
H -2.90365 3.42092 1.90477 0.0 0.0 0.0 0.00
H -2.07917 1.33714 0.82886 0.0 0.0 0.0 0.00
N 1.36076 -0.81867 2.65955 -0.1 0.0 0.0 0.00
C 0.44720 -1.52866 2.01468 0.1 0.0 0.0 -0.01
N -0.24289 -2.45804 2.67412 0.1 0.1 0.0 0.00
C -1.04767 -3.20986 1.93649 -0.1 -0.1 -0.1 0.00
N -1.77308 -4.14870 2.55862 0.0 0.0 0.0 0.00
N -1.19218 -3.13452 0.59127 0.1 0.1 0.1 0.00
C -0.51214 -2.15671 0.04367 -0.1 0.0 -0.2 0.04
N 0.28584 -1.29566 0.68237 -0.1 0.1 0.0 0.04
C -0.59903 -1.96582 -1.42412 0.0 0.0 0.1 -0.03
C -1.32568 -2.81273 -2.23731 0.0 0.0 0.0 0.00
C -1.34363 -2.56303 -3.59965 0.0 0.0 0.0 0.00
C -0.63803 -1.48117 -4.09503 0.0 0.0 0.0 0.00
C 0.06634 -0.67225 -3.22196 0.0 0.0 0.1 -0.01
N 0.08326 -0.92145 -1.91179 -0.1 0.1 -0.1 -0.02
H 1.46656 -0.96775 3.64709 0.0 0.0 0.0 0.00
H 1.90860 -0.12278 2.15617 0.0 0.0 0.0 0.00
H -1.71266 -4.23895 3.55615 0.0 0.0 0.0 0.00
H -2.40397 -4.71824 2.02628 0.0 0.0 0.0 0.00
H -1.85997 -3.63624 -1.78825 0.0 0.0 0.0 0.00
H -1.90779 -3.20419 -4.26327 0.0 0.0 0.0 0.00
H -0.63801 -1.23813 -5.14764 0.0 0.0 0.0 0.00
H 0.60800 0.20594 -3.54754 0.0 0.0 0.0 0.00
C 2.62486 -0.81986 -1.06605 -0.1 0.1 -0.1 0.00
H 2.40466 -1.87978 -0.92766 0.0 0.0 0.0 0.00
H 3.45549 -0.51557 -0.43472 0.0 0.0 0.0 0.00
H 2.87654 -0.63513 -2.11015 0.0 0.0 0.0 0.00
O -0.65588 3.73271 -1.36015 0.1 0.0 -0.1 0.01
S -0.37841 2.53012 -2.10082 -0.2 0.0 0.1 0.00
O -0.90017 1.30959 -1.36015 -0.1 -0.1 0.0 0.14
O -0.78990 2.50236 -3.48033 0.1 0.0 -0.1 0.01
S 1.64135 2.04588 -1.95363 0.1 0.1 -0.1 -0.01
```
Forces are in eV/Å.

Results
2S+1 = 2
HOMO (spin up / spin down) = -8.212 / -8.145 eV
Total energy = -60978.8710 eV
<S²> = 0.76
Orbital gap (spin up / spin down) = 7.18 / 6.82 eV
Energy relative to the best compared isomer or geometry (same formula, charge and spin) = 65.4 kJ/mol
LUMO (spin up / spin down) = -1.03 / -1.32 eV

(3)
The following is a quantum chemistry calculation of an isolated molecule of C4H8N2OS, from the OMol25 dataset.

Structure (XYZ):
```
16
Properties=species:S:1:pos:R:3:forces:R:3:nbo_charge:R:1
C -1.41043 -0.37069 0.66201 0.1 -0.2 -0.4 -0.17
C -0.57921 0.48549 -0.27214 0.1 0.2 0.1 -0.09
C 0.79695 0.86972 0.26444 0.1 -0.2 0.1 -0.34
C 1.82455 -1.48740 -0.86346 -0.2 0.6 0.7 -0.20
H -1.78503 0.79884 2.18734 0.1 -0.2 0.0 0.48
H -1.02134 -1.39943 0.54856 -0.2 0.3 0.2 0.22
H -2.45503 -0.36430 0.32711 0.2 0.0 0.2 0.20
H 0.66191 1.68850 0.99342 0.1 -0.2 -0.4 0.24
H 1.41781 1.20989 -0.57103 -0.1 0.2 0.3 0.22
H 1.04055 -0.32310 1.91630 0.3 -0.3 -0.2 0.39
H 2.07948 -2.45286 -1.26544 0.1 -0.1 0.0 0.19
H 1.67036 -0.64938 -1.54535 0.0 -0.1 0.0 0.16
N 1.46759 -0.19334 1.00585 -0.3 0.2 -0.2 -0.44
N 1.74015 -1.39159 0.41041 -0.1 -0.1 -0.3 -0.22
O -1.25471 0.00697 2.02530 -0.2 0.1 -0.1 -0.72
S -1.11353 0.97174 -1.71576 0.0 -0.1 0.2 0.07
```
Forces are in eV/Å.

Results
HOMO = -8.713 eV
Total energy = -20138.4539 eV
SMILES = C=NNCC(=S)CO
Orbital gap = 8.29 eV
Energy relative to the best compared isomer or geometry (same formula, charge and spin) = 229.7 kJ/mol
LUMO = -0.42 eV

- The highest total energy belongs to which entry?
  C4H8N2OS

- Among the records above, which one has the lowest total energy?
  C9H15ClNO7P2S

- total energy of number 1 (C9H15ClNO7P2S)?
  -67317.9135 eV

- The highest total energy belongs to which entry?
  C4H8N2OS